Computed, not measured: C39H34BrCl2CrF11N3O4PTe as an isolated structure, with ωB97M-V/def2-TZVPD.

## Properties
* energy relative to the best compared isomer or geometry (same formula, charge and spin): 0.0 kcal/mol
* lowest unoccupied orbital energy (alpha / beta): 1.523 / 1.918 eV
* frontier orbital gap (alpha / beta): 8.0 / 8.4 eV
* E: -8218.76207 Ha

Geometry as ORCA input:
```
! wB97M-V def2-TZVPD RIJCOSX def2/J DEFGRID3
* xyz -1 2
Te -2.989 2.203 -2.778
Br -1.663 3.911 0.492
Cr 0.084 0.090 -1.251
Cl -3.691 -1.893 -3.718
Cl -6.394 -2.265 -4.813
P -1.426 -0.201 1.447
F 1.238 -2.205 -3.573
F -3.902 2.360 -0.987
F -4.732 1.648 -3.529
F 0.432 -4.200 -3.490
F -0.597 -3.926 0.437
F 0.031 -5.274 -1.118
F -1.728 -4.055 -1.406
F -2.506 2.432 -4.644
F -0.898 -2.496 -3.451
F -1.357 3.251 -2.413
F -3.711 3.919 -2.945
O -0.167 -1.746 -0.961
O 1.923 -0.161 -1.313
O -0.491 0.287 -2.663
O 1.979 0.533 -4.537
N 0.964 2.119 -1.098
N 1.917 2.013 -2.115
N -0.975 0.501 0.109
C -1.783 1.645 3.587
C -4.271 2.397 2.598
C 0.276 -2.947 -3.013
C -2.647 -1.511 1.167
C 0.381 -2.903 -1.470
C -2.971 -2.439 2.154
C -4.305 -2.488 -0.273
C 0.678 -1.783 4.587
C 2.589 3.633 3.491
C 0.107 3.392 0.813
C -0.110 -0.912 2.474
C 0.946 3.164 -0.384
C 0.598 3.373 2.052
C 1.944 2.945 2.459
C 4.498 2.182 3.311
C 2.129 -1.781 2.675
C 5.927 -0.171 -3.498
C 5.462 -0.366 -4.792
C 3.239 0.303 -4.132
C -3.759 3.009 3.733
C -2.300 1.017 2.461
C -3.546 1.404 1.963
C 3.856 1.473 2.308
C -0.324 -1.207 3.824
C -3.950 -3.390 1.925
C 1.828 -3.181 -1.054
C -2.516 2.638 4.224
C -5.246 -1.124 -4.070
C 4.138 -0.127 -5.109
C -0.492 -4.053 -0.895
C 1.908 -2.074 4.011
C 2.589 1.849 1.886
C 2.764 0.875 -1.698
C 3.857 3.261 3.906
C -3.315 -1.540 -0.051
C -4.620 -3.413 0.709
C 3.694 0.481 -2.815
C 5.035 0.254 -2.528
C 1.125 -1.200 1.910
H 1.648 3.970 -0.619
H 5.375 0.405 -1.509
H 4.346 3.812 4.699
H -4.806 -2.515 -1.231
H 6.141 -0.701 -5.566
H -2.109 3.128 5.101
H 1.451 0.954 -3.840
H -0.801 1.382 3.960
H 4.336 0.613 1.857
H -0.053 3.722 2.845
H 0.500 -2.004 5.632
H -4.322 3.791 4.228
H -2.457 -2.439 3.105
H -1.273 -0.971 4.287
H -3.927 0.976 1.044
H -5.082 -0.295 -4.742
H 2.089 4.471 3.961
H 2.077 1.267 1.135
H 5.486 1.888 3.639
H 2.451 -2.349 -1.361
H 2.193 -4.101 -1.510
H 3.085 -2.005 2.218
H 6.965 -0.349 -3.249
H 1.864 -3.286 0.030
H 2.467 2.867 -2.205
H -5.221 2.707 2.183
H 3.765 -0.264 -6.115
H 3.364 1.183 -0.827
H -5.384 -4.157 0.524
H -4.188 -4.114 2.695
H -5.679 -0.772 -3.143
H 2.693 -2.524 4.606
H -3.056 -0.831 -0.828
H 1.314 -0.986 0.866
*
```

Computed, not measured: C34H53EuN4OP2 as an isolated structure in a non-equilibrium geometry, with ωB97M-V/def2-TZVPD.

## Properties
* energy relative to the best compared isomer or geometry (same formula, charge and spin): 25.0 kcal/mol
* lowest unoccupied orbital energy (alpha / beta): -2.334 / -2.243 eV
* frontier orbital gap (alpha / beta): 6.2 / 6.3 eV
* E: -3014.39810 Ha

Geometry as ORCA input:
```
! wB97M-V def2-TZVPD RIJCOSX def2/J DEFGRID3
* xyz 1 8
Eu -0.673 0.055 0.914
P 0.770 2.470 -0.225
P -0.340 -2.835 0.581
O 2.521 0.313 2.667
N -1.903 0.616 -1.091
N -1.027 0.196 3.260
N -0.493 0.259 5.685
N 1.130 -0.725 -0.983
C 2.264 -0.018 -2.999
C 2.516 3.123 -0.211
C -1.385 1.338 -5.902
C -3.623 0.951 -5.007
C -2.770 1.202 -6.096
C -0.797 4.259 -1.897
C -3.077 0.864 -3.750
C -0.505 3.922 -0.429
C 1.725 -1.922 -1.104
C 3.002 -1.196 -3.012
C 0.895 -3.055 3.074
C -1.388 0.942 6.627
C -0.207 -3.742 2.243
C -1.494 -3.590 -0.725
C -1.209 -5.082 -0.936
C 0.749 -0.351 6.204
C -0.829 1.263 -4.621
C -0.769 0.233 4.431
C 2.718 4.171 -1.317
C 2.756 -2.151 -2.015
C -1.708 1.054 -3.535
C 0.868 1.618 -1.741
C 3.471 1.942 -0.437
C 1.316 -3.067 -0.163
C -1.295 -2.839 -2.060
C -2.958 -3.391 -0.282
C -1.822 3.515 0.265
C 1.597 0.438 1.920
C 0.157 -5.213 2.039
C 2.755 3.682 1.202
C -1.546 -3.603 2.989
C -1.472 0.967 -2.101
C -0.001 5.179 0.295
C 1.440 0.302 -1.881
H -0.671 -5.801 1.630
H -0.268 -2.935 -2.437
H 0.106 4.571 -2.434
H 0.849 -0.056 7.252
H 3.259 1.105 0.239
H 3.296 -3.090 -1.979
H -0.800 5.939 0.282
H 0.395 -5.647 3.021
H 1.039 -5.349 1.398
H -2.374 -4.088 2.454
H -1.005 0.777 7.634
H -1.488 5.121 -1.912
H 2.041 4.077 -2.175
H -1.447 -4.093 3.970
H -1.804 -5.417 -1.801
H -3.216 -2.327 -0.166
H 3.734 4.052 -1.714
H 1.349 -4.011 -0.723
H 2.651 5.195 -0.928
H -1.542 -1.771 -1.969
H -3.617 -3.810 -1.058
H 4.483 2.306 -0.233
H 0.900 -3.507 4.078
H -1.663 3.209 1.311
H 2.071 -3.161 0.632
H -3.214 1.265 -7.074
H 1.618 0.000 5.629
H 3.838 3.767 1.344
H 0.702 -1.450 6.134
H 0.870 5.624 -0.198
H 2.364 3.006 1.978
H 0.244 4.976 1.347
H -1.515 -5.692 -0.076
H 2.401 0.756 -3.762
H -1.424 2.022 6.421
H 2.312 4.673 1.339
H -0.155 -5.281 -1.167
H 0.879 2.248 -2.703
H -3.194 -3.904 0.659
H -1.807 -2.546 3.161
H -4.719 0.820 -5.092
H -2.349 2.699 -0.241
H -3.661 0.664 -2.844
H -2.409 0.542 6.548
H 1.896 -3.194 2.644
H 0.247 1.342 -4.489
H 3.772 -1.354 -3.787
H -2.509 4.377 0.276
H -0.744 1.511 -6.789
H 3.448 1.588 -1.470
H -1.976 -3.281 -2.805
H -1.262 3.417 -2.430
H 0.710 -1.979 3.199
*
```